(1)
Entry from the OMol25 dataset: a molecular structure, C21H27Cl2O7PtS3 (ωB97M-V/def2-TZVPD).

Properties
molar mass: 753.62 g mol⁻¹
orbital gap: 7.28 eV
ΔE to the lowest compared entry with this formula, charge and spin: 18.7 kcal/mol
charge: -1
strongest force on any atom: 1.04 eV/A
energy: -97347.7473 eV

Geometry as XYZ:
```
61
C21H27Cl2O7PtS3 | the OMol25 dataset | ωB97M-V/def2-TZVPD
Pt -0.722 0.817 -1.123
O -1.001 1.659 1.840
C -1.040 0.451 2.566
C -0.549 -0.710 1.655
O -0.281 -1.773 2.211
O -0.479 -0.550 0.385
C -2.468 0.067 2.949
C -3.539 0.478 2.164
C -4.837 0.098 2.485
C -5.074 -0.709 3.586
C -4.003 -1.141 4.361
C -2.710 -0.757 4.045
C -0.151 0.640 3.796
C 1.078 0.022 3.972
C 1.875 0.341 5.065
C 1.456 1.277 5.996
C 0.224 1.900 5.827
C -0.565 1.581 4.736
H -1.798 2.182 1.990
H -3.364 1.087 1.283
H -5.658 0.429 1.862
H -6.084 -1.008 3.837
H -4.176 -1.781 5.217
H -1.877 -1.104 4.641
H 1.414 -0.715 3.256
H 2.836 -0.146 5.181
H 2.081 1.523 6.845
H -0.117 2.638 6.542
H -1.520 2.077 4.606
C 4.852 -1.938 -1.559
C 4.131 -1.397 -2.789
C 2.711 -1.935 -2.921
S 1.684 -1.327 -1.556
O 0.384 -0.889 -2.235
C 1.347 -2.893 -0.691
C 0.055 -3.548 -1.148
C 0.111 -4.139 -2.553
H 5.866 -1.544 -1.489
H 4.915 -3.029 -1.590
H 4.331 -1.658 -0.640
H 4.688 -1.662 -3.692
H 4.096 -0.306 -2.749
H 2.693 -3.024 -2.956
H 2.204 -1.544 -3.805
H 1.265 -2.623 0.357
H 2.223 -3.530 -0.842
H -0.737 -2.804 -1.084
H -0.183 -4.321 -0.413
H 0.267 -3.358 -3.298
H -0.827 -4.639 -2.799
H 0.916 -4.874 -2.647
O -0.406 4.119 -1.357
S -1.295 3.317 -2.172
O -1.968 4.018 -3.231
O -0.578 2.073 -2.708
S -2.543 2.202 -0.943
Cl 2.151 3.215 2.395
C 1.646 3.107 0.694
Cl 2.330 1.679 -0.109
H 1.999 3.987 0.174
H 0.569 3.018 0.646
```

(2)
Entry from the OMol25 dataset: 2 unconnected molecules or ions with the total composition C6H9NO (ωB97M-V/def2-TZVPD).

Properties
molar mass: 111.14 g mol⁻¹
orbital gap: 9.39 eV
ΔE to the lowest compared entry with this formula, charge and spin: 220.8 kcal/mol
charge: 0
strongest force on any atom: 6.74 eV/A
energy: -9896.0313 eV

Geometry as XYZ:
```
17
C6H9NO | the OMol25 dataset | ωB97M-V/def2-TZVPD
C 2.402 1.060 0.185
C 1.677 -0.211 -0.056
C 0.761 -0.499 1.030
C -0.656 -0.834 0.940
C -1.431 -0.205 -0.104
C -2.776 -0.491 -0.727
H 3.315 1.531 -0.251
H 1.847 1.596 1.204
H 0.190 1.467 -1.342
H 2.269 -1.188 -0.620
H 1.532 -0.818 1.842
H -0.937 -1.638 1.707
H -0.767 0.254 -0.875
H -2.991 -0.108 -1.961
H -3.460 -1.306 -0.287
N 1.484 0.810 -1.109
O -2.457 0.581 0.423
```

Number 2 is which compound?
C6H9NO

Which value of ΔE to the lowest compared entry with this formula, charge and spin does entry 2 give?
220.8 kcal/mol

Which of these has the lowest strongest force on any atom?
C21H27Cl2O7PtS3